Formula: C24H17FIrN3O7S
Source: the OMol25 dataset
Level of theory: wB97M-V/def2-TZVPD

* LUMO energy: -0.685 eV

The geometry in ORCA input format:
```
! RIJCOSX wB97M-V def2-TZVPD def2/J DEFGRID3
* xyz 0 1
Ir -0.215 0.098 -0.313
O -0.713 1.175 3.680
C -0.272 1.039 2.556
O -0.849 1.299 1.441
C 1.149 0.493 2.387
C 2.054 0.283 3.409
C 3.282 -0.290 3.092
C 3.563 -0.644 1.778
C 2.598 -0.400 0.819
N 1.452 0.172 1.141
C 2.711 -0.787 -0.665
O 3.711 -1.369 -1.033
O 1.699 -0.412 -1.354
H 1.778 0.556 4.418
H 4.010 -0.473 3.872
H 4.488 -1.114 1.476
C -2.460 -7.255 0.101
C -3.068 -6.417 1.222
C -2.852 -7.107 2.563
C -3.479 -6.288 3.681
C -2.883 -4.907 3.676
C -2.800 -4.171 4.835
C -2.234 -2.899 4.822
F -2.179 -2.218 5.977
C -1.729 -2.349 3.677
C -1.810 -3.085 2.487
C -1.293 -2.486 1.257
O -0.580 -1.462 1.329
C -1.649 -3.166 0.062
C -2.196 -4.412 0.131
N -2.502 -5.052 1.271
C -2.395 -4.362 2.473
C -1.454 -2.580 -1.325
O -1.470 -3.338 -2.276
O -1.387 -1.294 -1.394
H -2.772 -8.289 0.236
H -1.371 -7.213 0.135
H -2.792 -6.940 -0.886
H -4.148 -6.325 1.052
H -1.779 -7.217 2.746
H -3.294 -8.102 2.522
H -3.304 -6.755 4.650
H -4.562 -6.229 3.536
H -3.173 -4.583 5.764
H -1.298 -1.356 3.672
H -2.380 -4.923 -0.803
S -2.496 2.838 -3.314
C -0.942 3.481 -2.965
C -0.278 2.654 -2.125
N -0.988 1.539 -1.767
C -2.165 1.497 -2.315
H -0.602 4.412 -3.383
H 0.718 2.792 -1.735
H -2.870 0.694 -2.163
*
```